# 1
Entry from the OMol25 dataset: the molecule C4H10O2 in a non-equilibrium geometry (wB97M-V/def2-TZVPD).

The geometry in XYZ format:
```
16
Properties=species:S:1:pos:R:3:forces:R:3
O 2.989 0.666 -0.696 0.3 0.1 -0.5
O 0.943 -0.432 -0.671 0.6 0.6 0.9
C -2.143 -0.422 -0.468 0.0 -0.1 -0.1
C 1.701 0.804 -0.265 -0.2 0.0 -0.4
C -1.150 0.124 0.559 -0.1 0.1 0.2
C 0.134 -0.606 0.824 -0.6 -0.4 0.6
H 2.960 0.600 -1.656 0.3 0.2 -0.2
H 1.560 -1.188 -0.681 0.0 0.4 0.2
H -3.079 0.149 -0.465 0.1 -0.1 0.0
H -1.727 -0.387 -1.482 -0.1 0.0 0.1
H -2.379 -1.468 -0.240 0.0 0.1 -0.1
H -0.042 -1.688 0.778 -0.3 -0.1 -0.2
H -0.981 1.199 0.365 0.0 -0.3 0.1
H -1.594 0.094 1.563 -0.2 0.1 -0.1
H 1.718 0.958 0.821 -0.3 -0.6 -0.5
H 1.092 1.567 -0.755 0.3 0.1 -0.1
```
Forces are in eV/Å.

Summary:
**Kohn-Sham gap**: 7.35 eV
**LUMO energy**: 0.41 eV
**E_HOMO**: -6.9 eV
**Net charge**: 0
**Energy above the lowest of the compared OMol25 structures with the same formula, charge and spin**: 114.65 kcal/mol
**Multiplicity**: 1


# 2
Entry from the OMol25 dataset: a structure of composition C12H21AuBF2NO3PS2 (wB97M-V/def2-TZVPD).

The geometry in XYZ format:
```
44
Properties=species:S:1:pos:R:3:forces:R:3
Au 0.424 0.040 -0.292 -0.3 0.1 0.3
S 2.915 0.095 0.038 0.0 0.0 0.2
S 0.538 0.134 2.387 0.4 -0.1 -0.5
P 2.423 0.566 1.938 -0.2 0.0 0.1
F 1.292 0.072 -3.193 0.0 0.0 0.2
F -0.629 -1.028 -2.890 0.1 0.1 0.2
O 2.669 2.110 2.240 0.0 -0.1 0.0
O 3.462 -0.110 2.933 0.1 0.0 0.1
O -1.862 -1.770 0.618 0.1 0.0 0.0
N -1.333 1.772 0.260 -0.2 0.1 -0.1
C 3.500 -1.553 3.046 0.0 0.0 0.0
C -2.951 3.917 0.928 0.0 0.0 0.0
C -3.178 0.541 -0.754 -0.1 0.1 0.0
C -2.626 1.761 -0.075 0.1 0.0 0.1
C 3.961 2.709 1.994 0.0 0.0 0.0
C 3.746 4.175 1.715 0.0 0.0 0.0
C -2.900 -1.031 1.243 0.0 0.0 0.0
C -3.859 -0.407 0.241 0.0 0.0 0.0
C -1.606 3.922 1.265 0.0 0.0 0.0
C -3.465 2.824 0.258 0.0 0.0 0.0
C -0.841 2.826 0.919 0.1 0.0 -0.1
C 3.127 -1.947 4.454 0.0 0.0 0.0
B 0.367 -0.325 -2.319 0.0 -0.1 -0.2
H -4.368 -1.202 -0.313 0.0 0.0 0.0
H 3.188 -3.031 4.562 0.0 0.0 0.0
H -2.396 -0.261 1.832 0.0 0.0 0.0
H -4.638 0.131 0.792 0.0 0.0 0.0
H -4.511 2.780 -0.016 0.0 0.0 0.0
H -3.459 -1.665 1.940 0.0 0.0 0.0
H -1.155 4.753 1.790 0.0 0.0 0.0
H 3.171 4.310 0.799 0.0 0.0 0.0
H 4.576 2.547 2.880 0.0 0.0 0.0
H -3.902 0.852 -1.510 0.0 0.0 0.0
H -3.589 4.751 1.189 0.0 0.0 0.0
H 2.815 -1.992 2.318 0.0 0.0 0.0
H 3.803 -1.486 5.175 0.0 0.0 0.0
H -2.371 0.018 -1.263 0.1 0.0 0.0
H 4.514 -1.854 2.788 0.0 0.0 0.0
H 4.709 4.674 1.597 0.0 0.0 0.0
H 0.208 2.772 1.187 0.0 0.0 0.0
H 4.429 2.210 1.142 0.0 0.0 0.0
H -2.245 -2.389 -0.014 0.0 0.0 0.0
H 2.108 -1.633 4.676 0.0 0.0 0.0
H 3.211 4.646 2.539 0.0 0.0 0.0
```
Forces are in eV/Å.

Summary:
**Kohn-Sham gap (alpha / beta)**: 7.82 / 7.57 eV
**LUMO energy (alpha / beta)**: 0.69 / -1.02 eV
**E_HOMO (alpha / beta)**: -7.1 / -8.6 eV
**Net charge**: 0
**⟨S²⟩**: 0.755
**Energy above the lowest of the compared OMol25 structures with the same formula, charge and spin**: 0.00 kcal/mol
**Multiplicity**: 2


# 3
Entry from the OMol25 dataset: a structure of composition C6H12N2O in a non-equilibrium geometry (wB97M-V/def2-TZVPD).

The geometry in XYZ format:
```
21
Properties=species:S:1:pos:R:3:forces:R:3
O 1.882 -0.768 -1.467 -0.9 0.2 0.4
N 1.240 2.020 0.629 0.0 -0.2 -0.1
N -0.400 -0.209 -0.580 1.2 0.0 0.4
C -0.350 -1.338 1.780 0.0 0.1 -0.2
C -0.874 -1.481 -1.142 0.0 0.1 -0.1
C 1.540 0.610 0.507 -0.1 0.0 0.4
C -1.164 0.939 -1.119 0.1 0.0 0.2
C 1.268 -0.068 -0.714 -0.4 -0.3 0.2
C -0.254 -0.196 1.046 -0.1 -0.1 -1.1
H -0.736 0.704 1.408 0.1 0.1 0.0
H -0.690 -1.479 -2.216 0.0 0.1 0.0
H 1.074 2.260 1.601 0.0 0.0 -0.1
H 0.129 -2.266 1.501 -0.1 0.0 -0.1
H 2.009 2.587 0.289 -0.1 0.0 0.1
H -2.184 0.897 -0.734 0.0 -0.1 0.0
H -1.940 -1.581 -0.946 0.0 -0.1 0.1
H 2.369 0.179 1.071 0.3 0.3 -0.3
H -0.690 1.860 -0.790 0.0 -0.1 0.0
H -1.187 0.907 -2.210 0.1 -0.1 0.1
H -0.706 -1.259 2.797 0.0 0.1 0.0
H -0.334 -2.317 -0.710 0.0 0.1 0.1
```
Forces are in eV/Å.

Summary:
**Kohn-Sham gap**: 7.22 eV
**LUMO energy**: 0.82 eV
**E_HOMO**: -6.4 eV
**Net charge**: 0
**Energy above the lowest of the compared OMol25 structures with the same formula, charge and spin**: 112.16 kcal/mol
**Multiplicity**: 1


# 4
Entry from the OMol25 dataset: a cluster of 2 separate species, CH2ClN2O2 in total in a non-equilibrium geometry (wB97M-V/def2-TZVPD).

The geometry in XYZ format:
```
8
Properties=species:S:1:pos:R:3:forces:R:3
Cl 3.123 -0.294 -0.594 -0.2 0.1 0.1
O -2.648 -0.018 0.863 -0.7 1.0 0.6
O -3.213 -0.819 -1.011 0.4 0.4 -1.2
N -2.374 -0.397 -0.255 -1.3 -1.4 1.9
N -1.026 -0.654 -0.535 1.7 0.0 -0.2
C -0.229 -0.153 0.337 0.0 2.0 0.1
H 0.880 -0.236 0.169 -0.6 -0.4 0.0
H -0.622 0.592 1.144 0.7 -1.7 -1.3
```
Forces are in eV/Å.

Summary:
**Kohn-Sham gap**: 6.53 eV
**LUMO energy**: 2.27 eV
**E_HOMO**: -4.3 eV
**Net charge**: -1
**Energy above the lowest of the compared OMol25 structures with the same formula, charge and spin**: 20.58 kcal/mol
**Multiplicity**: 1